{
  "formula": "C29H64ClF4N6O10PSi2",
  "method": "the ωB97M-V functional and the def2-TZVPD basis",
  "spin_multiplicity": 1,
  "gap_ev": 8.32,
  "symbols": ["C", "C", "N", "Si", "C", "C", "F", "O", "Si", "Cl", "C", "C", "C", "C", "O", "C", "C", "O", "C", "C", "O", "C", "F", "F", "F", "P", "C", "O", "H", "H", "H", "H", "H", "H", "H", "H", "H", "H", "H", "H", "H", "H", "H", "H", "H", "H", "H", "H", "H", "H", "H", "H", "H", "H", "H", "H", "H", "C", "O", "N", "C", "C", "H", "H", "H", "H", "H", "H", "H", "C", "O", "N", "C", "C", "H", "H", "H", "H", "H", "H", "H", "C", "O", "N", "C", "C", "H", "H", "H", "H", "H", "H", "H", "C", "O", "N", "C", "C", "H", "H", "H", "H", "H", "H", "H", "C", "O", "N", "C", "C", "H", "H", "H", "H", "H", "H", "H"],
  "coordinates": [[2.67315, -1.31086, 3.08094], [1.57437, -0.32039, 2.69289], [1.94260, 0.47138, 1.49289], [0.79108, 1.66064, 0.96844], [-0.84625, 1.66200, 1.91346], [-1.93761, 0.68302, 1.50423], [-2.30776, 0.88103, 0.16285], [0.47105, 1.58450, -0.64430], [0.45528, 0.21924, -1.56393], [-0.09027, -1.45786, -0.47237], [2.12696, -0.00496, -2.33517], [2.16591, -0.95826, -3.55131], [2.75643, -2.34281, -3.22929], [3.54677, -2.92657, -4.38620], [4.41914, -3.94571, -3.87067], [5.01464, -4.69148, -4.85211], [4.37094, -6.02950, -5.09855], [5.99304, -4.29850, -5.43841], [-0.87604, 0.53330, -2.85964], [-1.98489, -0.50498, -2.92820], [-1.56729, -1.76344, -3.42393], [-3.18650, -0.01107, -3.77894], [-3.20336, -0.52187, -5.02364], [-4.35339, -0.35598, -3.19112], [-3.22225, 1.33196, -3.92479], [1.87079, 3.63144, 1.18695], [0.57456, 4.91414, 1.32852], [2.50588, 3.57850, 2.73721], [2.52942, -2.29931, 2.64912], [2.64921, -1.45033, 4.16462], [3.66543, -0.93026, 2.83482], [1.38493, 0.33654, 3.55108], [0.65915, -0.87247, 2.47060], [2.82337, 0.93191, 1.70693], [-0.70239, 1.53773, 2.99105], [-1.25395, 2.67041, 1.77123], [-1.63549, -0.35885, 1.63071], [-2.83670, 0.83830, 2.11128], [2.88043, -0.32430, -1.61338], [2.41989, 1.00281, -2.65144], [2.77829, -0.49432, -4.32968], [1.17195, -1.09418, -3.98457], [3.44822, -2.25352, -2.38688], [1.96088, -3.02615, -2.92743], [2.87478, -3.37683, -5.12753], [4.13948, -2.15298, -4.88195], [3.61088, -6.23323, -4.34582], [3.92287, -6.05422, -6.09050], [5.14580, -6.79327, -5.02125], [-1.31882, 1.48595, -2.55458], [-0.44344, 0.69835, -3.85181], [-2.40322, -0.68793, -1.93703], [-1.10805, -1.62017, -4.25827], [0.06336, 4.98764, 0.36580], [1.07218, 5.86614, 1.51823], [-0.14429, 4.72180, 2.12920], [1.82073, 3.65178, 3.41355], [-6.71089, 4.21329, -1.88823], [-7.46863, 5.08062, -1.49845], [-6.49144, 3.04598, -1.25792], [-5.56457, 2.05381, -1.77242], [-7.20731, 2.78265, -0.02263], [-6.12372, 4.31516, -2.81797], [-6.08174, 1.11625, -1.97441], [-4.76816, 1.87074, -1.04700], [-5.12097, 2.41211, -2.69663], [-8.28399, 2.79972, -0.19396], [-6.97536, 3.54358, 0.72320], [-6.91534, 1.80545, 0.35384], [2.54669, -4.77136, 5.11643], [3.25347, -4.05107, 4.43756], [1.49673, -5.46505, 4.64260], [0.66966, -6.30031, 5.48721], [1.17689, -5.35770, 3.22883], [2.70580, -4.90950, 6.19950], [0.69570, -7.33754, 5.14397], [-0.35990, -5.94453, 5.46611], [1.03436, -6.26324, 6.51220], [2.01807, -5.69377, 2.62134], [0.95915, -4.32300, 2.96493], [0.30394, -5.96889, 3.01622], [-0.73844, 4.66802, -3.29262], [-0.77233, 3.66294, -2.60678], [-1.81251, 5.42243, -3.58382], [-1.72055, 6.61723, -4.39792], [-3.10542, 5.01715, -3.05671], [0.19690, 5.05153, -3.73248], [-2.05162, 7.49215, -3.83553], [-2.33964, 6.52201, -5.29198], [-0.68790, 6.77084, -4.70379], [-3.08112, 4.98377, -1.96672], [-3.36465, 4.02158, -3.41843], [-3.86081, 5.72957, -3.37885], [-3.02833, -5.15839, 5.38889], [-2.22990, -4.50139, 4.74694], [-4.09372, -5.78487, 4.85986], [-5.01778, -6.55510, 5.66717], [-4.31711, -5.67644, 3.42694], [-2.94171, -5.29524, 6.48038], [-5.04336, -7.59495, 5.33616], [-6.02562, -6.14181, 5.59816], [-4.70196, -6.52891, 6.70792], [-3.46514, -6.07646, 2.87715], [-4.44167, -4.63273, 3.13903], [-5.21186, -6.23424, 3.16347], [5.91733, 5.67301, -0.09084], [5.02811, 6.48490, 0.07102], [6.34318, 4.80580, 0.84688], [7.41892, 3.87108, 0.60051], [5.68821, 4.81642, 2.14636], [6.46948, 5.58309, -1.04277], [7.07085, 2.84248, 0.71732], [8.24446, 4.03978, 1.29561], [7.78853, 3.99880, -0.41507], [4.62940, 4.59211, 2.03497], [5.78570, 5.80135, 2.60499], [6.14911, 4.06894, 2.78758]],
  "forces_ev_per_a": [[-0.320, 0.105, 0.442], [0.440, -0.160, -0.287], [-0.442, 0.183, 0.561], [-0.093, 0.550, 0.291], [-0.251, -0.174, -0.304], [-0.095, 0.006, 0.305], [0.062, -0.090, 0.228], [0.126, -0.804, 0.333], [-0.124, 0.562, -0.587], [0.104, -0.031, 0.097], [0.020, -0.206, -0.266], [0.253, -0.139, -0.016], [0.081, 0.210, 0.117], [-0.193, 0.038, 0.017], [-0.232, -0.085, -0.066], [0.809, 0.356, -0.455], [0.024, -0.120, 0.505], [-0.750, -0.248, 0.357], [-0.243, -0.168, 0.322], [-0.060, 0.048, -0.417], [-0.009, 0.084, 0.205], [-0.129, 0.056, 0.068], [0.124, 0.038, 0.162], [0.067, -0.082, -0.170], [0.001, -0.118, 0.050], [0.610, 0.079, -0.505], [0.060, -0.007, 0.080], [-0.347, -0.012, 0.163], [0.168, 0.123, -0.200], [0.068, -0.122, -0.090], [-0.026, -0.029, -0.105], [-0.116, -0.017, -0.043], [-0.073, 0.103, 0.052], [0.112, -0.099, -0.243], [0.171, 0.019, -0.006], [0.035, -0.017, 0.042], [0.044, 0.059, -0.210], [0.015, 0.043, -0.183], [-0.098, 0.110, 0.177], [-0.077, 0.005, 0.047], [-0.042, -0.013, -0.013], [-0.009, 0.084, -0.056], [-0.037, -0.025, -0.040], [0.092, -0.068, 0.086], [0.034, 0.060, -0.050], [0.071, -0.056, 0.030], [-0.020, 0.028, -0.102], [0.109, -0.016, -0.045], [-0.066, -0.001, -0.231], [0.178, -0.015, -0.048], [0.030, -0.009, -0.004], [0.109, -0.003, -0.027], [-0.047, -0.002, -0.064], [-0.090, -0.062, 0.059], [-0.033, 0.013, -0.015], [-0.085, 0.026, -0.081], [0.104, -0.084, 0.057], [0.008, 0.078, -0.065], [-0.014, 0.011, 0.027], [0.073, -0.095, -0.024], [-0.160, 0.105, 0.267], [0.010, 0.067, -0.051], [0.000, -0.016, -0.003], [0.027, -0.037, -0.032], [0.060, -0.059, -0.078], [0.003, 0.007, -0.031], [-0.008, -0.006, 0.022], [-0.012, -0.006, 0.019], [0.010, -0.017, -0.004], [-0.002, 0.064, 0.010], [0.070, -0.069, 0.048], [-0.072, -0.115, -0.012], [-0.001, 0.030, -0.094], [0.063, 0.058, 0.042], [0.004, -0.021, 0.001], [0.006, -0.015, 0.044], [-0.020, -0.002, 0.024], [0.040, 0.006, 0.003], [-0.008, 0.005, -0.014], [-0.023, 0.000, -0.019], [-0.025, -0.002, 0.012], [0.073, 0.011, 0.036], [0.001, 0.046, -0.013], [-0.082, 0.097, -0.049], [-0.079, -0.074, 0.064], [0.085, -0.035, 0.002], [-0.003, 0.003, -0.009], [0.015, 0.025, -0.020], [0.015, 0.026, -0.019], [0.019, -0.003, 0.001], [-0.024, -0.007, 0.005], [-0.020, -0.014, 0.005], [-0.002, 0.022, -0.005], [0.006, 0.076, 0.029], [0.044, -0.033, -0.007], [-0.107, -0.083, -0.008], [0.031, 0.046, -0.122], [0.058, 0.035, 0.057], [-0.004, -0.009, 0.001], [-0.016, -0.015, 0.030], [-0.015, -0.016, 0.031], [0.010, 0.004, 0.015], [-0.007, 0.002, -0.022], [-0.003, 0.000, -0.023], [-0.015, -0.012, 0.008], [0.012, 0.058, -0.071], [-0.027, 0.019, 0.020], [0.072, -0.080, 0.065], [-0.103, 0.025, 0.079], [-0.008, 0.086, -0.136], [-0.002, -0.017, -0.001], [0.031, -0.018, -0.018], [0.025, -0.019, -0.020], [0.002, 0.006, -0.016], [-0.022, 0.004, 0.069], [-0.022, -0.022, 0.040], [0.026, -0.016, -0.015]]
}